Molecular formula: C39H39BrN9O6S2Y
Method: DFT, ωB97M-V/def2-TZVPD

```
97
Properties=species:S:1:pos:R:3:forces:R:3:mulliken_charge:R:1
Y 0.20536 0.16733 -0.09285 -0.677 1.233 -0.859 0.202
N 0.91992 -0.43937 4.91767 -0.135 0.186 -0.002 0.245
C 0.56161 -0.86616 3.68978 -0.006 -0.020 -0.120 -0.180
N -0.18379 -0.21107 2.87002 -0.108 0.339 -0.078 -0.249
C -0.64465 1.04935 3.23826 0.011 -0.296 0.117 -0.029
N -1.41416 1.75040 2.48087 -0.035 0.188 -0.117 -1.071
N -1.66098 1.16460 1.24881 0.074 0.101 0.179 0.969
C -2.81944 1.39142 0.78382 -0.227 -0.199 -0.187 -1.138
C -3.26803 0.66952 -0.42462 0.035 -0.088 0.144 1.109
C -4.23398 1.18921 -1.27060 -0.081 0.110 -0.010 -0.706
C -4.62858 0.43318 -2.36283 -0.043 0.065 -0.004 -0.377
C -4.08163 -0.82667 -2.53528 -0.034 0.006 -0.039 -0.643
C -3.13099 -1.26728 -1.62562 0.054 -0.066 0.139 -0.299
N -2.71199 -0.53253 -0.60110 -0.024 -0.057 0.015 -0.244
C -0.32744 1.56340 4.57717 -0.081 -0.117 -0.005 1.173
C -0.81142 2.78175 5.05485 -0.051 0.067 -0.049 -0.325
C -0.52066 3.19570 6.33660 0.011 0.039 0.045 -0.873
C 0.26300 2.39131 7.16752 0.019 0.000 0.003 -0.441
C 0.75174 1.18504 6.71333 0.092 -0.040 0.052 -0.975
C 0.45466 0.77393 5.41497 0.020 -0.063 -0.018 -0.014
H 1.51034 -1.01658 5.48661 0.079 -0.146 0.079 0.227
H 0.94051 -1.84605 3.40220 0.001 0.076 0.013 0.081
H -3.51690 2.02327 1.32793 -0.023 0.106 0.002 0.423
H -4.64833 2.17379 -1.08216 0.014 -0.080 -0.029 0.421
H -5.35897 0.82020 -3.06368 0.023 -0.027 0.042 0.430
H -4.38184 -1.45896 -3.36144 0.023 0.012 0.054 0.433
H -2.67910 -2.24852 -1.72241 0.047 0.079 -0.027 0.494
H -1.42215 3.38094 4.39143 0.030 -0.020 0.047 0.431
H -0.90245 4.13993 6.70518 0.023 -0.045 -0.033 0.408
H 0.48844 2.71200 8.17749 -0.009 -0.009 -0.049 0.409
H 1.36145 0.55390 7.35261 -0.048 0.055 -0.042 0.414
O 4.73447 1.16289 -5.91175 0.009 -0.077 0.064 -0.502
C 4.75807 -0.03348 -5.15155 -0.045 0.095 -0.038 -0.523
C 3.84527 0.10583 -3.96860 -0.018 0.088 -0.018 -0.207
C 3.82397 -0.86682 -2.98056 0.086 -0.093 -0.050 -1.199
C 2.96957 -0.70543 -1.91098 -0.094 0.053 0.048 -0.254
N 2.16144 0.34799 -1.76598 0.033 0.022 -0.177 1.201
C 2.17901 1.29208 -2.71752 0.037 0.059 0.215 0.514
C 3.00544 1.19727 -3.82884 0.072 0.017 -0.085 -0.745
C 1.28213 2.46878 -2.50450 0.025 -0.095 0.020 0.565
C 1.16112 3.48357 -3.44125 0.023 0.055 -0.086 -0.852
C 0.28566 4.53308 -3.20246 0.109 -0.011 -0.059 -0.110
C 0.10031 5.62745 -4.22423 0.166 -0.028 -0.046 -0.871
O 1.24696 5.85614 -5.02757 -0.134 -0.073 0.031 -0.530
C -0.41328 4.53870 -2.00691 -0.093 0.072 0.031 -1.203
C -0.21823 3.49430 -1.12111 0.025 -0.023 0.225 -1.072
N 0.59462 2.47554 -1.36404 -0.077 0.089 -0.049 1.116
H 5.22614 1.02110 -6.72405 0.009 -0.007 -0.043 0.324
H 5.76593 -0.25693 -4.79074 0.073 0.020 0.011 0.328
H 4.42186 -0.88465 -5.74869 -0.043 -0.070 -0.059 0.194
H 4.46375 -1.74184 -3.03480 -0.060 0.069 0.033 0.528
H 2.93728 -1.44984 -1.12936 -0.053 -0.054 0.071 -0.236
H 3.01880 1.95951 -4.59153 -0.015 0.008 0.023 0.783
H 1.72374 3.47258 -4.36331 -0.023 -0.004 0.001 0.945
H -0.22504 6.54183 -3.72367 -0.013 0.079 0.042 0.396
H -0.68889 5.33608 -4.91577 -0.056 -0.006 -0.067 0.269
H 1.98599 6.08801 -4.45635 0.002 0.042 0.044 0.325
H -1.10369 5.33976 -1.76423 0.076 -0.039 0.008 0.437
H -0.72826 3.47865 -0.16004 0.017 -0.032 -0.093 0.399
C 4.17068 -4.14970 4.43229 -0.062 0.115 -0.167 -0.734
O 3.98324 -3.47331 3.18324 -0.039 -0.227 0.064 -0.255
C 2.87494 -3.71870 2.44886 0.068 0.442 0.006 0.277
S 1.60070 -4.61436 3.06996 -0.048 -0.050 -0.012 -0.392
S 2.90864 -2.94122 0.94081 0.295 -0.204 0.186 -0.457
H 5.17043 -3.87648 4.75854 0.015 0.018 -0.041 0.259
H 4.08939 -5.22603 4.30689 -0.008 -0.089 -0.037 0.355
H 3.43509 -3.83470 5.16943 -0.080 0.041 0.012 0.272
N -0.12699 -2.73146 1.19148 0.305 0.140 -0.278 -0.231
C 0.68754 -2.03712 0.66015 -0.371 -1.438 0.558 0.216
H -0.01020 -3.58157 1.76277 0.144 -0.081 0.004 0.216
C 3.69165 0.78864 1.37767 -0.014 -0.119 0.010 -1.288
C 2.60270 1.85232 1.48422 0.027 0.247 0.178 1.665
C 2.99366 3.04111 0.60263 -0.144 0.043 -0.071 -1.498
C 2.54607 2.33521 2.93616 -0.198 -0.029 0.104 -1.892
O 1.34641 1.34058 1.11669 1.048 -0.002 0.277 0.479
H 3.90671 0.55802 0.33213 0.006 -0.039 0.044 0.153
H 3.36982 -0.13266 1.86884 0.054 0.020 -0.005 0.133
H 4.61752 1.13439 1.85089 -0.064 -0.045 -0.077 0.463
H 3.92560 3.48887 0.95863 -0.034 -0.012 -0.043 0.535
H 2.20567 3.80030 0.62319 0.082 -0.022 -0.008 0.325
H 3.13906 2.71579 -0.42978 -0.010 0.051 0.033 0.042
H 3.44524 2.89775 3.20604 -0.062 -0.076 -0.004 0.518
H 2.46024 1.47873 3.61525 -0.007 0.109 -0.053 0.343
H 1.67198 2.97899 3.07303 0.083 -0.008 0.026 0.333
Br 1.90759 -2.19487 -7.11947 0.009 0.006 0.013 -0.185
C 0.67915 -1.03489 -6.26245 0.040 -0.002 -0.054 -0.088
C -0.01779 -0.10344 -7.01708 -0.178 0.146 0.114 -0.283
N -0.89378 0.74350 -6.47284 0.076 -0.139 0.099 -0.705
C -1.07849 0.68319 -5.15175 0.049 0.040 -0.218 -0.160
C -0.41602 -0.21875 -4.32888 0.031 0.024 0.064 0.011
C 0.48243 -1.10651 -4.89910 -0.033 -0.114 0.085 -0.662
C -0.58647 -0.16804 -2.83500 -0.148 -0.173 -0.019 1.466
O -0.14206 -1.12808 -2.14362 0.021 0.049 -0.065 -0.870
O -1.10835 0.85480 -2.33914 0.071 -0.176 0.031 -0.398
H 0.13108 -0.04088 -8.09017 -0.005 0.010 0.063 0.380
H -1.78304 1.38354 -4.71397 0.069 -0.027 -0.038 0.636
H 1.00282 -1.81870 -4.26971 -0.001 0.027 -0.037 0.696
```
Forces are in eV/Å.

Computed properties:
charge = 0
energy = -5862.68139 hartree
lowest unoccupied orbital energy = -0.3 eV
frontier orbital gap = 7.117 eV
energy relative to the best compared isomer or geometry (same formula, charge and spin) = 2.4 kcal/mol
max |F| = 1.65 eV/Å
highest occupied orbital energy = -7.44 eV